{"formula": "C4H7N3", "method": "ωB97M-V/def2-TZVPD", "smiles": "[H]/N=C(\\C#N)NCC", "homo_lumo_gap_ev": 10.473, "largest_force_ev_per_a": 1.15, "total_energy_ev": -8731.2795, "molar_mass_g_mol": 97.121, "lumo_ev": 0.75, "de_lowest_kj_mol": 38.6, "charge": 0, "homo_ev": -9.72, "elements": ["H", "N", "C", "C", "N", "N", "C", "C", "H", "H", "H", "H", "H", "H"], "positions_angstrom": [[1.95, -1.36, -1.60], [1.14, -1.20, -1.01], [1.30, -0.18, -0.27], [2.49, 0.68, -0.33], [3.43, 1.35, -0.43], [0.38, 0.22, 0.66], [-0.96, -0.34, 0.63], [-1.79, 0.18, -0.54], [0.48, 1.16, 1.02], [-0.85, -1.43, 0.56], [-1.44, -0.11, 1.58], [-1.30, -0.03, -1.49], [-1.94, 1.26, -0.45], [-2.78, -0.30, -0.56]]}

{"formula": "C4H7N3", "method": "ωB97M-V/def2-TZVPD", "smiles": "Nc1c[nH]c(N)c1", "homo_lumo_gap_ev": 8.327, "largest_force_ev_per_a": 0.34, "total_energy_ev": -8731.6116, "molar_mass_g_mol": 97.121, "lumo_ev": 1.03, "de_lowest_kj_mol": 6.5, "charge": 0, "homo_ev": -7.29, "elements": ["N", "C", "C", "N", "C", "N", "C", "H", "H", "H", "H", "H", "H", "H"], "positions_angstrom": [[2.52, -0.36, 0.23], [1.15, 0.00, 0.10], [0.69, 1.27, -0.11], [-0.69, 1.22, -0.17], [-1.11, -0.07, 0.04], [-2.48, -0.35, 0.13], [0.01, -0.86, 0.18], [2.99, -0.42, -0.67], [2.60, -1.27, 0.68], [1.22, 2.21, -0.22], [-1.30, 2.01, -0.09], [-2.99, -0.11, -0.71], [-2.63, -1.33, 0.33], [0.02, -1.94, 0.31]]}

Which formula does entry 1 have?
C4H7N3

Look up the charge of the first one.
0